[1]
Entry from the OMol25 dataset: a 2-piece molecular cluster, C20H25N3O7S overall at a distorted geometry (ωB97M-V/def2-TZVPD).

Computed properties:
multiplicity = 1
HOMO level = -8.4 eV
frontier orbital gap = 0.3106 Ha
SMILES = CS(=O)(=O)Nc1ccc(-c2cccc(C(=O)O)c2)cc1.CNC(=O)[C@H](CO)NC(C)=O
energy relative to the best compared isomer or geometry (same formula, charge and spin) = 0.000 eV
energy = -50784.540 eV

```
56
Properties=species:S:1:pos:R:3:forces:R:3:nbo_charge:R:1
C -7.836668 5.025227 -0.505544 0.2 -0.4 0.2 -0.864
S -6.573719 4.642814 -1.716734 0.8 1.0 -2.4 2.242
O -5.499413 5.637326 -1.624496 -1.2 -1.9 0.7 -0.917
O -7.182502 4.553879 -3.046706 0.2 -0.3 1.9 -0.927
N -6.063097 3.074341 -1.242140 -0.9 2.1 0.2 -0.837
C -4.810503 2.511893 -1.470231 1.2 -0.4 -0.3 0.128
C -4.594866 1.223194 -0.976913 0.7 -0.3 -0.1 -0.231
C -3.358302 0.586228 -1.136680 -0.3 0.6 -0.2 -0.183
C -2.299942 1.225534 -1.803458 -0.4 0.2 0.0 -0.098
C -0.984280 0.570965 -1.963075 0.6 -0.4 -0.1 0.035
C 0.198049 1.329752 -1.947496 0.1 -0.4 0.0 -0.190
C 1.442626 0.719699 -2.109837 -0.4 -0.3 -0.1 -0.206
C 1.526500 -0.661239 -2.283700 0.0 -0.1 0.0 -0.150
C 0.367667 -1.459222 -2.278173 -1.1 1.3 0.0 -0.193
C 0.456359 -2.926329 -2.412248 1.4 -0.1 0.3 0.794
O 1.559990 -3.451512 -2.366371 -1.0 -0.4 -0.2 -0.640
O -0.686459 -3.639664 -2.536261 0.7 0.6 0.0 -0.665
C -0.879611 -0.822274 -2.128522 0.3 0.2 0.0 -0.172
C -2.528427 2.513438 -2.315027 -0.6 -0.3 0.4 -0.189
C -3.765282 3.145753 -2.153291 0.3 -0.1 -0.1 -0.196
H -7.397130 5.000268 0.491905 0.1 0.0 -0.1 0.253
H -8.647607 4.301393 -0.577392 0.1 0.0 -0.1 0.243
H -8.221496 6.025206 -0.709374 0.2 -0.1 -0.3 0.268
H -6.836544 2.430503 -1.209209 -0.1 -0.1 -0.1 0.410
H -5.384254 0.709228 -0.439815 0.0 0.0 0.0 0.208
H -3.221563 -0.403659 -0.713205 0.0 0.1 0.0 0.217
H 0.163038 2.403465 -1.790712 -0.1 -0.1 0.0 0.220
H 2.348822 1.319455 -2.090725 -0.2 -0.1 0.0 0.231
H 2.506483 -1.112381 -2.417879 -0.3 -0.1 0.0 0.234
H -0.397485 -4.562716 -2.598774 -0.1 0.0 0.0 0.504
H -1.783403 -1.423459 -2.152290 0.1 0.1 0.0 0.225
H -1.749906 3.036429 -2.861922 -0.1 -0.1 0.1 0.219
H -3.882360 4.133748 -2.582175 -0.2 -0.1 0.1 0.237
C 6.044992 -0.735453 3.715857 -0.3 -0.1 -0.2 -0.419
N 5.339614 0.092060 2.737332 0.9 -0.4 0.9 -0.600
C 4.523110 -0.310260 1.756833 -1.0 0.6 -0.6 0.665
O 4.040147 0.539475 1.013412 -0.1 -0.4 -0.2 -0.642
C 4.160825 -1.801123 1.584179 -0.2 -0.5 0.0 -0.165
C 3.354466 -2.012706 0.291815 -0.2 0.1 -0.2 -0.052
O 2.997733 -3.370192 0.106462 0.3 -0.2 0.4 -0.750
N 3.408111 -2.348806 2.725496 0.1 1.3 -1.0 -0.603
C 3.846856 -3.304082 3.543296 1.1 -1.3 0.9 0.680
C 2.829171 -3.874304 4.502718 0.0 0.0 -0.1 -0.707
O 5.000799 -3.711459 3.562906 -0.1 0.2 -0.3 -0.642
H 6.500877 -1.601123 3.229936 -0.1 0.1 0.2 0.224
H 6.831230 -0.152859 4.198875 -0.1 0.0 -0.2 0.209
H 5.348651 -1.085143 4.479991 0.2 -0.1 0.0 0.198
H 5.489571 1.088490 2.774468 -0.1 -0.1 -0.1 0.405
H 5.094326 -2.353962 1.476182 0.0 -0.3 0.4 0.248
H 2.443334 -1.413950 0.332093 0.0 0.3 0.0 0.169
H 3.955347 -1.681923 -0.556231 0.1 0.3 0.1 0.178
H 2.600954 -3.473703 -0.774929 0.1 0.2 0.2 0.502
H 2.433668 -2.107281 2.783202 -0.1 0.0 -0.2 0.398
H 2.478493 -3.086719 5.165972 -0.2 0.0 0.1 0.222
H 3.296288 -4.667817 5.084763 0.0 0.2 -0.1 0.244
H 1.996717 -4.284440 3.933841 -0.2 0.0 0.1 0.226
```
Positions in Å, forces in eV/Å.

[2]
Entry from the OMol25 dataset: a 5-piece molecular cluster, C20H25N5 overall at a distorted geometry (ωB97M-V/def2-TZVPD).

Computed properties:
multiplicity = 1
HOMO level = -7.6 eV
frontier orbital gap = 0.2961 Ha
SMILES = c1cc[nH]c1.c1cc[nH]c1.c1cc[nH]c1.c1cc[nH]c1.c1cc[nH]c1
energy relative to the best compared isomer or geometry (same formula, charge and spin) = 8.591 eV
energy = -28588.004 eV

```
50
Properties=species:S:1:pos:R:3:forces:R:3:nbo_charge:R:1
C 53.920000 33.119000 16.482000 0.7 0.1 2.0 -0.340
C 52.784000 33.047000 17.451000 1.3 1.7 -4.9 -0.292
C 51.773000 33.665000 16.771000 -0.9 -0.1 -1.2 -0.100
N 52.205000 33.994000 15.501000 -6.0 3.0 -1.1 -0.540
C 53.457000 33.838000 15.393000 5.8 -1.7 -0.3 -0.060
H 54.993000 32.840000 16.687000 -1.5 0.3 -0.3 0.238
H 52.618000 32.531000 18.299000 0.1 -1.4 2.9 0.220
H 50.758000 33.959000 16.935000 -0.4 -0.5 0.7 0.202
H 51.609000 34.433000 14.712000 1.2 -0.9 2.2 0.454
H 54.025000 34.252000 14.564000 -0.2 -0.4 0.0 0.219
C 56.924000 31.125000 13.073000 2.1 -0.4 -1.0 -0.313
C 56.830000 29.647000 12.813000 -1.8 0.0 -0.2 -0.315
C 55.590000 29.053000 13.222000 1.9 4.1 0.3 -0.084
N 55.152000 30.196000 13.929000 -8.6 0.3 1.7 -0.564
C 55.820000 31.417000 13.781000 -0.5 -3.3 -0.5 -0.086
H 57.648000 32.035000 12.826000 -1.1 -2.9 0.3 0.227
H 57.422000 28.878000 12.473000 2.5 -0.5 -1.5 0.203
H 55.010000 28.043000 12.950000 1.6 2.8 1.2 0.255
H 53.973000 30.270000 14.221000 5.1 -0.3 -1.1 0.436
H 55.479000 32.369000 14.100000 -0.6 0.2 0.5 0.210
C 51.845000 29.029000 13.607000 1.4 3.6 3.9 -0.298
C 52.315000 28.668000 14.993000 -1.5 0.8 -1.9 -0.323
C 52.413000 29.890000 15.659000 0.3 -1.6 0.4 -0.067
N 52.236000 30.917000 14.783000 -1.3 -1.8 -0.9 -0.530
C 51.810000 30.463000 13.564000 -0.1 -3.7 -0.1 -0.093
H 51.438000 28.429000 12.884000 -0.5 -1.5 -1.7 0.213
H 52.409000 27.617000 15.357000 0.0 1.4 -0.1 0.239
H 52.531000 30.075000 16.728000 0.4 0.1 -0.6 0.228
H 52.238000 31.849000 15.029000 0.1 2.2 0.7 0.432
H 51.416000 31.021000 12.726000 0.4 0.5 0.4 0.221
C 50.379000 35.420000 12.582000 3.0 -0.2 -4.2 -0.295
C 50.364000 33.905000 12.703000 -1.8 2.0 -0.1 -0.336
C 49.499000 33.623000 13.769000 0.6 0.8 1.0 -0.076
N 49.370000 34.868000 14.375000 -3.5 -0.4 3.2 -0.547
C 49.726000 35.945000 13.613000 0.1 -0.5 2.2 -0.099
H 50.918000 36.124000 11.708000 -1.5 -2.5 2.6 0.242
H 50.758000 33.246000 11.967000 0.1 -0.3 -0.3 0.230
H 48.891000 32.781000 14.307000 1.9 1.3 -1.5 0.252
H 48.846000 34.988000 15.295000 0.9 -0.3 -2.1 0.411
H 49.600000 36.903000 14.103000 0.1 0.1 -0.7 0.229
C 50.443000 26.260000 17.844000 0.1 0.7 -0.3 -0.293
C 49.101000 25.674000 17.776000 1.2 1.7 -1.2 -0.321
C 49.140000 24.420000 18.214000 -0.8 -1.5 0.8 -0.063
N 50.386000 24.225000 18.726000 0.6 0.4 0.0 -0.517
C 51.240000 25.351000 18.594000 -7.5 -0.3 -3.8 -0.080
H 50.748000 27.230000 17.206000 -0.6 -2.3 2.2 0.238
H 48.189000 26.102000 17.474000 -0.6 0.8 -0.9 0.214
H 48.307000 23.625000 18.215000 1.8 1.4 0.3 0.218
H 50.450000 23.389000 19.229000 1.3 -1.0 1.0 0.402
H 52.119000 25.464000 19.006000 4.4 0.1 1.8 0.202
```
Positions in Å, forces in eV/Å.